No. 1
A 2-piece molecular cluster, C9H7N4O2 overall at a distorted geometry. Source: OMol25; level of theory: wB97M-V/def2-TZVPD.

Geometry (Å):
C (1.8096, -2.7002, 0.7432)
C (0.4770, -2.2021, 0.6439)
C (2.7551, -2.3585, -0.2503)
C (0.1848, -1.2622, -0.4258)
C (2.3941, -1.6006, -1.3518)
C (1.1795, -0.9577, -1.4123)
C (-1.5035, 2.2732, -0.3118)
C (-3.6343, 2.5094, 1.3423)
C (-0.1438, 2.0816, -0.0847)
N (-2.0111, 2.6331, 0.8696)
N (0.1691, 2.3506, 1.1760)
N (-0.9746, 2.6547, 1.7340)
N (0.9272, -0.1400, -2.3739)
O (-3.7903, 2.9290, 2.4332)
O (-4.2247, 1.9677, 0.4659)
H (2.2599, -3.5006, 1.3790)
H (-0.2701, -2.4453, 1.4827)
H (3.8596, -2.6405, -0.2811)
H (-0.7435, -0.7405, -0.4972)
H (3.2344, -1.3162, -2.0069)
H (-2.0488, 1.8553, -1.0857)
H (0.0946, 0.6098, -2.1886)

As for the HOMO energy (alpha / beta): -5.480 / -5.817 eV. As for the total charge: -1. Its energy above the lowest of the compared OMol25 structures with the same formula, charge and spin is 3.402 eV. The LUMO energy (alpha / beta) is 2.475 / 1.236 eV.

No. 2
A 2-piece molecular cluster, C9H7NO7PS overall at a distorted geometry. Source: OMol25; level of theory: wB97M-V/def2-TZVPD.

Geometry (Å):
O (2.8601, 0.2657, -0.2431)
C (1.7412, -0.0278, -0.5696)
N (1.3359, -1.3116, -1.0145)
C (-0.0576, -1.4145, -0.7856)
O (-0.6370, -2.4692, -0.6812)
C (-0.5581, 0.0073, -0.6671)
C (0.5228, 0.8674, -0.5414)
C (0.4224, 2.2106, -0.3998)
C (-0.8501, 2.7392, -0.4141)
C (-1.9433, 1.9181, -0.5478)
C (-1.8331, 0.5554, -0.6774)
P (-3.3629, -0.4399, -0.8525)
O (-3.2710, -1.9073, -0.2036)
O (-3.7694, -0.5493, -2.4133)
S (-4.7865, 0.5326, 0.0484)
H (1.8262, -2.0367, -0.4888)
H (1.3166, 2.8156, -0.3095)
H (-0.9938, 3.8079, -0.3159)
H (-2.9125, 2.4009, -0.5443)
H (-2.6445, -1.8402, 0.5330)
H (-3.6564, -1.4629, -2.7203)
C (4.6073, -1.1453, 2.8790)
O (4.5252, -1.6327, 1.7200)
O (3.5556, -0.2319, 3.1496)
O (5.4282, -1.3300, 3.7781)
H (3.1345, -0.3214, 2.2820)

As for the HOMO energy: -4.228 eV. As for the total charge: -1. The LUMO energy is 1.206 eV.

No. 3
A single C9H8Cl2Si molecule at a distorted geometry. Source: OMol25; level of theory: wB97M-V/def2-TZVPD.

Geometry (Å):
Cl (-1.7388, 2.3414, -1.2884)
Si (-0.9573, 2.2987, 0.5648)
Cl (0.6709, 3.4786, 0.4320)
C (-0.2360, 0.5324, 1.1435)
C (-1.5141, -0.3506, 1.2300)
C (-1.9003, -1.2561, 0.3120)
C (-0.9966, -1.5540, -0.7963)
C (0.2126, -0.8698, -0.8138)
C (1.3160, -1.2210, -1.6332)
C (2.4048, -0.7307, -0.9837)
C (2.1086, 0.0637, 0.1328)
C (0.7362, -0.0253, 0.2435)
H (-1.8361, 3.0307, 1.5417)
H (0.1282, 0.4730, 2.2011)
H (-1.9263, -0.1821, 2.2238)
H (-2.8883, -1.7430, 0.3470)
H (-1.4504, -2.2611, -1.6665)
H (1.4535, -1.7788, -2.5874)
H (3.5327, -0.8139, -1.2334)
H (2.8808, 0.5678, 0.6305)

As for the HOMO energy: -7.908 eV. Its energy above the lowest of the compared OMol25 structures with the same formula, charge and spin is 1.756 eV. The LUMO energy is -0.687 eV. As for the SMILES: Cl[SiH](Cl)[C@H]1C=CC=C2C=CC=C21.

No. 4
C9H8ClN2O2 as an isolated structure at a distorted geometry. Source: OMol25; level of theory: wB97M-V/def2-TZVPD.

Geometry (Å):
C (0.5559, -0.1407, 2.2772)
C (0.5223, -0.4882, -2.3239)
C (-0.7572, 1.3468, -1.5301)
C (-0.4383, -0.7871, -3.2498)
C (-1.7018, 1.0885, -2.5079)
C (0.3501, 0.5672, -1.4329)
C (-1.5533, 0.0281, -3.3757)
C (0.5144, -0.5782, 3.6092)
C (1.3929, 0.7818, -0.3964)
N (0.6048, 0.2513, 1.1866)
N (-2.5433, -0.1346, -4.4026)
O (-2.4084, -1.0088, -5.2168)
O (-3.4682, 0.6240, -4.3383)
Cl (1.9703, 2.3589, -0.0777)
H (1.3165, -1.1305, -2.0172)
H (-0.9227, 1.9863, -0.7415)
H (-0.1685, -1.4820, -3.9905)
H (-2.4138, 1.8014, -2.8529)
H (0.3066, 0.1328, 4.4424)
H (-0.1277, -1.4490, 3.6000)
H (1.5798, -0.9462, 3.8061)
H (2.1424, -0.0212, -0.4270)

As for the HOMO energy: -13.591 eV. As for the total charge: +1. Its energy above the lowest of the compared OMol25 structures with the same formula, charge and spin is 0.000 eV. The LUMO energy is -4.986 eV.

No. 5
C9H8CuN2O5S as an isolated structure at a distorted geometry. Source: OMol25; level of theory: wB97M-V/def2-TZVPD.

Geometry (Å):
O (2.7088, 1.9799, -5.5131)
C (2.1485, 1.5609, -4.6199)
Cu (0.7195, 0.4920, -2.3411)
O (3.0945, 1.0316, -0.4869)
C (2.2223, 0.8440, -1.2154)
C (-0.7973, 0.1291, -3.4445)
O (-1.7420, -0.1130, -4.0574)
C (1.4052, -1.2522, -2.7110)
O (1.7854, -2.3260, -2.8824)
C (0.0192, 2.2255, -1.9485)
O (-0.4345, 3.2445, -1.6611)
S (-0.9874, -0.5361, -1.0821)
C (-0.6184, -0.3153, 0.4853)
N (0.2100, -1.2668, 1.1450)
C (0.3036, -1.2645, 2.5901)
C (-1.0719, -0.9472, 3.1784)
C (-1.4795, 0.4593, 2.7092)
N (-1.4218, 0.5726, 1.2614)
H (0.5807, -2.0709, 0.6174)
H (1.0224, -0.4826, 2.9161)
H (0.6719, -2.2518, 2.9457)
H (-1.0428, -0.9767, 4.2890)
H (-1.8104, -1.7006, 2.8239)
H (-0.7870, 1.2085, 3.1474)
H (-2.5063, 0.6900, 3.0689)
H (-2.1926, 1.0659, 0.7857)

As for the HOMO energy (alpha / beta): -16.771 / -16.762 eV. As for the total charge: +2. Its multiplicity is 2. As for the expectation value of S²: 0.754. Its energy above the lowest of the compared OMol25 structures with the same formula, charge and spin is 2.095 eV. The LUMO energy (alpha / beta) is -8.746 / -10.131 eV.

No. 6
A single C9H8N2 molecule at a distorted geometry. Source: OMol25; level of theory: wB97M-V/def2-TZVPD.

Geometry (Å):
C (-2.1437, 0.3404, -0.1354)
C (-2.9641, -0.3651, -1.0688)
C (-0.8486, -0.1264, -0.0675)
C (-0.4968, -1.0588, -1.0352)
C (0.3309, 0.2069, 0.6770)
C (1.4388, -0.7076, 0.0056)
C (0.8771, -1.0356, 1.2840)
C (1.3465, 1.3281, 0.6080)
C (2.3804, 0.4914, -0.0332)
N (-2.4545, -1.0645, -2.0417)
N (-1.1643, -1.4083, -2.0697)
H (-2.5820, 1.0029, 0.6477)
H (-4.1078, -0.1080, -1.2813)
H (1.5265, -0.9408, 2.1528)
H (0.1982, -1.7578, 1.3805)
H (1.1252, 2.2281, 0.0952)
H (1.6281, 1.6428, 1.5358)
H (3.3531, 0.4321, 0.3756)
H (2.5570, 0.9002, -1.0294)

As for the HOMO energy (alpha / beta): -8.583 / -8.585 eV. Its energy above the lowest of the compared OMol25 structures with the same formula, charge and spin is 8.428 eV. The LUMO energy (alpha / beta) is -0.191 / -0.190 eV.

No. 7
A single C9H8N2 molecule at a distorted geometry. Source: OMol25; level of theory: wB97M-V/def2-TZVPD.

Geometry (Å):
C (2.3645, 1.3487, -0.0802)
C (1.5673, 0.0628, -0.1870)
C (2.0484, -1.1270, -0.0385)
N (1.3788, -2.3057, 0.0917)
N (0.0801, -2.4109, 0.2383)
C (-0.6145, -1.1411, 0.2971)
C (-1.9963, -1.5297, -0.1836)
C (-2.8968, -0.3732, -0.2680)
C (-2.2779, 0.9957, 0.2485)
C (-0.8898, 1.1289, 0.0832)
C (0.0591, 0.1617, 0.0987)
H (2.1992, 1.7791, 1.0284)
H (3.4948, 1.5621, -0.0710)
H (2.0004, 1.9424, -0.7593)
H (3.2807, -1.1670, -0.1507)
H (-2.2491, -2.5433, -0.6920)
H (-3.9156, -0.4412, -0.0389)
H (-3.0045, 1.7874, 0.4963)
H (-0.6286, 2.2702, -0.1130)

As for the HOMO energy: -8.911 eV. Its energy above the lowest of the compared OMol25 structures with the same formula, charge and spin is 6.258 eV. The LUMO energy is -0.493 eV. As for the SMILES: Cc1cnnc2ccccc12.

No. 8
A single C9H8N2 molecule at a distorted geometry. Source: OMol25; level of theory: wB97M-V/def2-TZVPD.

Geometry (Å):
N (-0.7720, 0.5291, -3.1312)
C (-0.3724, 0.1930, -1.8350)
C (0.3609, -1.0840, -1.6663)
C (0.6177, -1.5931, -0.4183)
C (0.4374, -0.7130, 0.7224)
C (0.7556, -1.1764, 2.0743)
N (0.6374, -0.3691, 3.1095)
C (0.1384, 0.9058, 2.9264)
C (-0.2456, 1.3833, 1.7198)
C (0.0097, 0.5945, 0.5387)
C (-0.4938, 1.0413, -0.7153)
H (-1.7270, 1.0642, -3.3290)
H (-0.6569, -0.2876, -3.8120)
H (0.5381, -1.6988, -2.5621)
H (1.1450, -2.5194, -0.4980)
H (1.0509, -2.2313, 2.1791)
H (0.1922, 1.4839, 3.8601)
H (-0.6488, 2.4385, 1.6364)
H (-0.9667, 2.0392, -0.7994)

As for the HOMO energy: -8.107 eV. Its energy above the lowest of the compared OMol25 structures with the same formula, charge and spin is 0.846 eV. The LUMO energy is 0.673 eV. As for the SMILES: Nc1ccc2cnccc2c1.